--- i ---
Molecular formula: C3H6N4O2
Method: DFT, ωB97M-V with the def2-TZVPD basis set

XYZ file:
```
15
Properties=species:S:1:pos:R:3
C -1.28707 1.61363 0.69397
C 1.12592 -1.58735 -0.58839
C -0.15050 0.03968 0.57579
N -1.42733 2.39211 -0.39640
N 1.83161 -1.58765 -1.73063
N -0.15241 -0.56382 1.77127
N 0.06825 -0.07009 -0.62585
O -1.80552 1.78930 1.77558
O 1.19573 -2.47413 0.23952
H -1.02334 2.08693 -1.26841
H -1.98054 3.24033 -0.35714
H 1.70608 -0.83594 -2.38659
H 2.37587 -2.39950 -1.99679
H 0.30701 -1.46739 1.82975
H -0.78377 -0.17610 2.46432
```

Properties
LUMO energy	0.84	eV
charge	0
highest occupied orbital energy	-8.308	eV
HOMO-LUMO gap	9.144	eV

--- ii ---
Molecular formula: C3H6N4O2
Method: DFT, ωB97M-V with the def2-TZVPD basis set

XYZ file:
```
15
Properties=species:S:1:pos:R:3
C 0.57225 -0.04852 -0.78208
C -0.58881 0.55745 -0.23169
C -2.00686 -0.15358 -0.03599
H 1.38647 -0.95598 1.55884
H 2.17831 -2.39223 0.83167
H 0.78984 0.03445 -2.01979
H 0.70749 3.07402 0.32545
H 1.66540 1.45425 0.93694
H -2.76339 -2.03161 -0.22387
N 1.37460 -1.67241 0.66604
N 1.47518 -0.94989 -0.52040
N -0.58356 1.80274 -0.18224
N 0.79973 2.26826 -0.21251
O -2.22607 -1.39846 -0.77532
O -2.78060 0.41150 0.66496
```

Properties
LUMO energy	-1.10	eV
charge	0
highest occupied orbital energy	-9.302	eV
HOMO-LUMO gap	8.203	eV

It is i that is the most stable of them.

--- i ---
Molecular formula: CH2ClO2P
Method: DFT, ωB97M-V with the def2-TZVPD basis set

XYZ file:
```
7
Properties=species:S:1:pos:R:3
C -1.27059 0.41179 -0.25886
O -0.52013 1.29674 -0.15985
O 0.26183 -1.42243 -0.44473
P 1.54801 -0.67340 -0.13373
Cl -2.86400 0.12602 -0.05293
H 1.75730 -0.47855 1.38511
H 1.08757 0.73983 -0.33501
```

Properties
LUMO energy (alpha / beta)	-1.65 / -0.71	eV
charge	0
highest occupied orbital energy (alpha / beta)	-8.272 / -8.907	eV
HOMO-LUMO gap (alpha / beta)	6.625 / 8.196	eV

--- ii ---
Molecular formula: CH2ClO2P
Method: DFT, ωB97M-V with the def2-TZVPD basis set

XYZ file:
```
7
Properties=species:S:1:pos:R:3
C 1.47774 0.21001 0.07782
O 0.41370 -0.60472 -0.18039
O -0.78641 1.60917 0.11942
P -1.04312 0.21539 0.06710
Cl 2.93028 -0.71693 -0.21392
H -1.39724 -0.48396 1.24733
H -1.59496 -0.22897 -1.11735
```

Properties
LUMO energy	0.00	eV
charge	0
highest occupied orbital energy	-9.571	eV
HOMO-LUMO gap	9.574	eV

It is ii that is the most stable of them.

--- i ---
Molecular formula: C22H24N2O6
Method: DFT, ωB97M-V with the def2-TZVPD basis set

XYZ file:
```
54
Properties=species:S:1:pos:R:3
C 4.80785 3.36381 -2.88597
C 3.43413 3.13567 -3.43660
C 2.88310 4.05499 -4.31883
C 1.61983 3.86784 -4.84961
C 0.88272 2.75809 -4.48931
C 1.37923 1.83178 -3.57597
C 0.48874 0.63960 -3.34934
O -0.08810 0.11956 -4.28477
N 0.28372 0.27231 -2.06596
C -0.34852 -0.99521 -1.78201
C 0.71409 -2.13105 -1.80921
C 1.51967 -2.05058 -3.09118
O 2.39724 -1.24611 -3.24500
O 1.19985 -2.91399 -4.05832
C -1.04277 -0.96531 -0.44567
C -0.36053 -0.58497 0.70143
C -0.98711 -0.56596 1.93454
C -2.32522 -0.93333 2.04429
O -3.04810 -0.94653 3.18964
C -2.45030 -0.54232 4.41205
C -3.57829 -0.44680 5.45060
C -3.52072 -1.77278 6.20291
C -2.02113 -2.02305 6.32551
C -1.46807 -1.60226 4.96081
C -3.01198 -1.32080 0.89112
C -2.37816 -1.33409 -0.33221
C 2.66625 2.02304 -3.06572
N 3.28193 1.10289 -2.13028
O 4.36483 0.65781 -2.39745
O 2.69631 0.90734 -1.07739
H 4.81234 3.30966 -1.79786
H 5.17403 4.34237 -3.18439
H 5.49592 2.60584 -3.25671
H 3.46167 4.92232 -4.59933
H 1.21502 4.58336 -5.54867
H -0.09287 2.57782 -4.91284
H 0.89489 0.64040 -1.34576
H -1.07563 -1.16637 -2.58462
H 0.21697 -3.09547 -1.69339
H 1.39897 -1.97529 -0.97387
H 0.41432 -3.43746 -3.85396
H 0.67912 -0.29624 0.64519
H -0.42129 -0.26673 2.80181
H -1.96619 0.43218 4.26684
H -3.38163 0.38187 6.13096
H -4.53290 -0.27930 4.95630
H -3.98209 -2.55752 5.60288
H -4.02185 -1.72777 7.16815
H -1.60543 -1.38757 7.10930
H -1.78332 -3.05874 6.56212
H -1.46215 -2.45244 4.27704
H -0.45079 -1.22058 5.03784
H -4.04864 -1.60333 0.98386
H -2.92892 -1.63060 -1.21300
```

Properties
SMILES	Cc1cccc(C(=O)N[C@@H](CC(=O)O)c2ccc(OC3CCCC3)cc2)c1[N+](=O)[O-]
LUMO energy	-0.08	eV
charge	0
highest occupied orbital energy	-8.560	eV
HOMO-LUMO gap	8.482	eV

--- ii ---
Molecular formula: C22H24N2O6
Method: DFT, ωB97M-V with the def2-TZVPD basis set

XYZ file:
```
54
Properties=species:S:1:pos:R:3
C -6.06037 -1.64351 -2.05499
O -5.74158 -0.76930 -1.00265
C -4.41727 -0.56932 -0.70407
C -3.38242 -1.16702 -1.38636
C -2.06786 -0.86407 -1.02405
C -0.81146 -1.29068 -1.51042
C 0.14943 -0.65234 -0.76340
C 1.59897 -0.88297 -0.88678
O 2.15859 -1.03124 -1.95522
N 2.27277 -0.94226 0.30086
C 3.65998 -1.32964 0.33713
C 4.55891 -0.17306 0.83588
C 4.28781 1.06973 0.03500
C 4.62249 1.12550 -1.31224
C 4.32726 2.24856 -2.06210
C 3.69564 3.33222 -1.47462
C 3.36738 3.28947 -0.13144
C 3.66039 2.16229 0.61778
C 3.83684 -2.51823 1.26069
O 3.01562 -2.88288 2.05966
O 5.02921 -3.09635 1.11917
N -0.44933 0.17300 0.15925
C 0.21414 1.13006 1.00306
C -1.80485 0.05992 0.01169
C -2.85272 0.65996 0.72233
O -2.55843 1.50696 1.77065
C -3.09831 2.81321 1.69678
C -4.15797 0.31748 0.37814
O -5.16672 0.90958 1.10591
C -6.22577 0.09182 1.56093
H -5.64842 -1.29424 -3.00716
H -7.14805 -1.64675 -2.11346
H -5.70577 -2.66022 -1.85622
H -3.55775 -1.85192 -2.19854
H -0.62337 -1.99634 -2.29382
H 1.75867 -1.07032 1.16031
H 3.94911 -1.60139 -0.68448
H 4.35102 0.01120 1.89234
H 5.60046 -0.48181 0.73164
H 5.11092 0.28309 -1.77805
H 4.58624 2.27690 -3.10973
H 3.46111 4.20749 -2.06200
H 2.87803 4.13186 0.33563
H 3.40548 2.13612 1.66870
H 5.12600 -3.84111 1.73466
H 0.19139 0.81058 2.04820
H -0.29222 2.09222 0.93609
H 1.24470 1.25510 0.67516
H -2.73794 3.32944 2.58554
H -2.73949 3.33266 0.80031
H -4.18851 2.80256 1.69026
H -5.85984 -0.88353 1.89141
H -6.98530 -0.04974 0.78948
H -6.66025 0.62140 2.40941
```

Properties
SMILES	COc1cc2cc(C(=O)N[C@@H](Cc3ccccc3)C(=O)O)n(C)c2c(OC)c1OC
LUMO energy	0.59	eV
charge	0
highest occupied orbital energy	-7.577	eV
HOMO-LUMO gap	8.163	eV

It is ii that is the most stable of them.

--- i ---
Molecular formula: C3H7N2O2
Method: DFT, ωB97M-V with the def2-TZVPD basis set

XYZ file:
```
14
Properties=species:S:1:pos:R:3
C -2.81546 0.55666 0.34958
C -1.60963 0.47879 -0.12147
O -0.71373 0.63101 -1.16623
C -0.03334 0.21277 0.10430
N 0.41774 -1.19447 -0.18820
O 0.84930 1.03063 0.61025
N 2.14153 1.03197 -0.14469
H -3.52903 0.62640 -0.43979
H -2.99710 0.06406 1.33059
H -0.10628 -1.72026 -0.85809
H 0.22892 -1.81577 0.64235
H 1.33736 -1.40656 -0.64791
H 1.97254 1.77114 -0.78466
H 2.83428 1.26749 0.67904
```

Properties
SMILES	C=C1O[C@@]1([NH3+])ON
LUMO energy	-3.79	eV
charge	+1
highest occupied orbital energy	-14.193	eV
HOMO-LUMO gap	10.406	eV

--- ii ---
Molecular formula: C3H7N2O2
Method: DFT, ωB97M-V with the def2-TZVPD basis set

XYZ file:
```
14
Properties=species:S:1:pos:R:3
C -2.79746 0.30394 -0.19633
C -1.58855 -0.38958 0.16125
O -1.26089 -1.53362 0.34795
O -0.33495 0.65329 0.11632
N 0.81361 -0.07112 0.38065
C 2.00725 0.35688 -0.00735
N 3.03825 -0.40641 0.00163
H -2.68656 0.95519 -1.13061
H -2.89905 1.00485 0.68594
H -3.59840 -0.46674 -0.13562
H 0.41545 -0.96497 0.52539
H 2.18580 1.39508 -0.29053
H 3.83587 -0.11263 -0.46433
H 3.09314 -1.33448 0.26795
```

Properties
SMILES	CC(=O)O/[NH+]=C/N
LUMO energy	-3.68	eV
charge	+1
highest occupied orbital energy	-14.418	eV
HOMO-LUMO gap	10.740	eV

It is ii that is the most stable of them.

--- i ---
Molecular formula: C7H8ClNO2
Method: DFT, ωB97M-V with the def2-TZVPD basis set

XYZ file:
```
19
Properties=species:S:1:pos:R:3
C -0.04922 -1.82912 0.38060
C 1.03517 -1.06889 0.39768
C -1.38328 -1.38289 -0.06738
C 1.16048 0.15102 -0.41785
C -1.68306 0.01903 0.41155
C -0.60016 1.03196 0.27308
C 2.31842 1.04840 -0.28495
N -2.12219 -2.01159 -0.88868
O -0.99104 0.51281 1.53594
O -0.85545 2.30778 -0.10406
Cl -3.30590 0.62267 0.18195
H 0.07587 -2.91103 0.68552
H 1.95069 -1.63329 0.66065
H 0.87170 0.07245 -1.43760
H 2.03565 2.13944 -0.67958
H 3.25565 0.65943 -0.74915
H 2.74939 1.19619 0.75858
H -2.94232 -1.41412 -1.21241
H -1.52042 2.48976 0.55611
```

Properties
LUMO energy	0.25	eV
charge	0
highest occupied orbital energy	-9.315	eV
HOMO-LUMO gap	9.567	eV

--- ii ---
Molecular formula: C7H8ClNO2
Method: DFT, ωB97M-V with the def2-TZVPD basis set

XYZ file:
```
19
Properties=species:S:1:pos:R:3
Cl -2.54261 -2.37293 -0.90915
C -1.65229 -1.64330 0.36304
N -1.76604 -0.53158 0.86130
C -1.48018 0.04241 2.04111
C -0.63769 1.10812 2.14468
C 0.12608 1.66704 0.95196
C 0.62014 0.92120 -0.06565
O 1.34503 1.54288 -1.06279
C 1.48219 0.51015 -2.07544
C 1.27309 -0.86963 -1.42903
O 0.55705 -0.42870 -0.23912
H -0.88561 -2.36573 0.69234
H -2.09722 -0.33609 2.82783
H -0.50177 1.64650 3.10494
H 0.25765 2.68621 0.97968
H 2.44882 0.76598 -2.47818
H 0.79711 0.66399 -2.93144
H 0.51656 -1.59799 -1.70912
H 2.13970 -1.40852 -1.06693
```

Properties
SMILES	Cl/C=N/C=C\C=C1OCCO1
LUMO energy	0.80	eV
charge	0
highest occupied orbital energy	-7.426	eV
HOMO-LUMO gap	8.225	eV

It is ii that is the most stable of them.

--- i ---
Molecular formula: H2NO3S2
Method: DFT, ωB97M-V with the def2-TZVPD basis set

XYZ file:
```
8
Properties=species:S:1:pos:R:3
N 2.09655 0.33649 0.22117
O -1.39261 -0.36351 -1.38591
O -1.84407 -1.74998 0.41184
O -1.24302 1.01491 0.72686
S 1.40742 -0.85449 -0.53138
S -1.01769 -0.61506 -0.04403
H 2.43122 1.02192 -0.57350
H -0.43781 1.20974 1.17494
```

Properties
LUMO energy (alpha / beta)	3.39 / 3.38	eV
charge	-1
highest occupied orbital energy (alpha / beta)	-3.606 / -3.608	eV
HOMO-LUMO gap (alpha / beta)	6.991 / 6.993	eV

--- ii ---
Molecular formula: H2NO3S2
Method: DFT, ωB97M-V with the def2-TZVPD basis set

XYZ file:
```
8
Properties=species:S:1:pos:R:3
N 0.31300 0.01764 1.02611
O -2.05323 -1.54789 -1.69613
O -1.87527 0.83233 -2.07601
O 0.39020 -0.16094 -0.29818
S 1.99345 0.69249 2.20196
S -1.12041 -0.44979 -1.96228
H 2.72613 -0.32515 1.63985
H -0.37387 0.94130 1.16468
```

Properties
LUMO energy (alpha / beta)	3.14 / 3.14	eV
charge	-1
highest occupied orbital energy (alpha / beta)	-3.581 / -3.583	eV
HOMO-LUMO gap (alpha / beta)	6.726 / 6.727	eV

It is i that is the most stable of them.

--- i ---
Molecular formula: H14O7
Method: DFT, ωB97M-V with the def2-TZVPD basis set

XYZ file:
```
21
Properties=species:S:1:pos:R:3
O -0.02425 0.30277 -0.37938
H 0.00807 0.50946 0.56311
H 0.83749 -0.08853 -0.56794
O 2.43638 -0.09239 1.03685
H 2.68719 -0.66550 0.30612
H 3.25789 0.06097 1.51567
O -2.71322 1.80734 0.55043
H -3.47448 1.70090 1.13012
H -1.98173 1.41756 1.03725
O -1.84014 -1.87601 -0.21906
H -1.32530 -1.04728 -0.22993
H -2.25352 -1.89574 0.63781
O -0.45642 2.20093 -2.19679
H -1.30429 2.39440 -1.78484
H -0.07953 1.47548 -1.64831
O 2.42236 -0.38187 -2.33796
H 2.81800 0.28829 -2.90673
H 3.16499 -0.75101 -1.84963
O -0.54336 -1.48405 2.27776
H -0.19130 -2.10723 2.92215
H -1.44481 -1.76848 2.14331
```

Properties
SMILES	O.O.O.O.O.O.O
LUMO energy	0.01	eV
charge	0
highest occupied orbital energy	-10.014	eV
HOMO-LUMO gap	10.021	eV

--- ii ---
Molecular formula: H14O7
Method: DFT, ωB97M-V with the def2-TZVPD basis set

XYZ file:
```
21
Properties=species:S:1:pos:R:3
O 8.97708 3.40788 11.51851
H 8.48007 2.76066 11.00850
H 9.90396 3.23144 11.30201
O 12.27682 0.51944 7.60272
H 11.79825 0.87287 6.82142
H 13.20473 0.54846 7.35084
O 13.16538 4.95971 11.71531
H 14.06432 4.68122 11.93001
H 13.24387 5.89432 11.49367
O 11.09152 1.95654 5.54744
H 10.87272 1.83046 4.61664
H 10.48646 2.64320 5.85143
O 11.20325 3.09120 9.78311
H 11.15093 2.94586 8.83178
H 11.85361 3.79906 9.88994
O 11.88452 2.71133 13.13506
H 12.26773 3.33679 12.50095
H 12.48791 1.95983 13.13780
O 10.54802 0.40581 11.12965
H 9.84767 0.77890 11.67686
H 10.97377 1.17531 10.72472
```

Properties
SMILES	O.O.O.O.O.O.O
LUMO energy	0.03	eV
charge	0
highest occupied orbital energy	-10.390	eV
HOMO-LUMO gap	10.419	eV

It is ii that is the most stable of them.